{"formula": "C5H7NO", "method": "the ωB97M-V functional and the def2-TZVPD basis", "charge": 0, "smiles": "CC(=O)[C@@H](C)C#N", "homo_ev": -10.32, "orbital_gap_ev": 11.0, "energy_ha": -324.7046, "e_above_lowest_kj_mol": 52.12, "symbols": ["C", "C", "C", "N", "C", "O", "C", "H", "H", "H", "H", "H", "H", "H"], "positions_angstrom": [[-1.7414, -0.6414, 0.2512], [-0.5617, 0.2120, -0.2240], [-0.7428, 1.6273, 0.1296], [-0.8713, 2.7382, 0.4261], [0.7645, -0.2575, 0.4263], [0.7649, -0.6840, 1.5550], [2.0055, -0.1574, -0.4221], [-1.7433, -0.6881, 1.3419], [-2.6902, -0.2270, -0.0981], [-1.6383, -1.6585, -0.1388], [-0.4647, 0.1644, -1.3159], [2.8872, -0.3598, 0.1876], [2.0854, 0.8299, -0.8893], [1.9462, -0.8979, -1.2294]], "forces_ev_per_a": [[-0.07, -0.06, 0.04], [-0.06, 0.00, -0.04], [-0.09, 0.97, 0.25], [0.12, -1.08, -0.31], [0.08, -0.14, 0.32], [0.01, 0.14, -0.50], [0.06, -0.01, 0.04], [-0.03, 0.02, -0.15], [0.15, -0.04, 0.04], [0.00, 0.14, 0.07], [0.02, 0.01, 0.16], [-0.12, 0.03, -0.09], [-0.06, -0.11, 0.07], [-0.02, 0.10, 0.09]]}